Density functional theory data (ωB97M-V/def2-TZVPD) for a molecular structure, C3H2MnO3 in a non-equilibrium geometry.

The geometry in XYZ format:
```
9
Properties=species:S:1:pos:R:3:forces:R:3
O -0.73710 -2.08367 -0.00540 -0.461 0.271 -0.723
C -0.69520 -0.91008 -0.50420 0.461 0.493 -0.524
C -0.21146 0.13637 0.29961 2.641 0.384 -0.135
O 0.55353 -0.20951 1.41615 -1.240 -2.419 3.443
Mn 0.09509 -2.00973 1.74554 0.436 -0.471 1.021
H -0.79661 -0.76005 -1.58696 -0.586 -0.099 0.362
C 0.77999 1.05057 0.05501 -1.562 1.907 -4.183
O 0.86550 2.07043 -0.74540 0.703 -0.094 0.926
H 0.14626 2.71568 -0.67435 -0.391 0.028 -0.187
```
Positions in Å, forces in eV/Å.

Summary:
LUMO energy (alpha / beta) = -5.7 / -6.0 eV
Calculated total energy = -40593.165 eV
Energy above the lowest of the compared OMol25 structures with the same formula, charge and spin = 386.1 kJ/mol
Total charge = +1
Highest occupied orbital energy (alpha / beta) = -0.474 / -0.489 Eh
Multiplicity = 7
Gap between HOMO and LUMO (alpha / beta) = 7.20 / 7.31 eV

---

Density functional theory data (ωB97M-V/def2-TZVPD) for a molecular structure, C3H2N2 in a non-equilibrium geometry.

The geometry in XYZ format:
```
7
Properties=species:S:1:pos:R:3:forces:R:3
C 1.63826 -0.39172 -1.29815 -1.418 -0.429 1.172
C 0.56289 -0.52495 -0.52161 2.355 0.860 -1.198
C -0.08418 0.45511 0.37835 -1.654 3.267 3.954
N -0.62370 -1.24914 -0.38539 -2.677 -1.816 0.381
N -1.25907 -0.45802 0.41602 2.722 -0.798 -1.736
H 0.19706 0.77934 1.47668 0.301 -1.108 -2.227
H -0.43125 1.38938 -0.06590 0.371 0.024 -0.345
```
Positions in Å, forces in eV/Å.

Summary:
LUMO energy = -1.7 eV
Calculated total energy = -6116.264 eV
Energy above the lowest of the compared OMol25 structures with the same formula, charge and spin = 600.3 kJ/mol
Total charge = 0
Highest occupied orbital energy = -0.392 Eh
Multiplicity = 1
Gap between HOMO and LUMO = 8.95 eV

---

Density functional theory data (ωB97M-V/def2-TZVPD) for C3H2N2 in the gas phase in a non-equilibrium geometry.

The geometry in XYZ format:
```
7
Properties=species:S:1:pos:R:3:forces:R:3
C 0.89023 0.65460 -0.29286 6.135 -0.101 5.062
C -0.52801 -0.87700 1.04662 -1.046 -0.772 0.641
C -0.23192 0.38046 -0.93906 -3.777 -2.006 -3.887
N -1.30983 -1.12525 1.85211 0.100 0.009 0.448
N 0.23682 -0.70423 -0.02544 0.206 4.241 -2.372
H -1.05750 0.80685 -1.54162 0.357 -0.911 1.195
H 2.00020 0.86457 -0.09974 -1.976 -0.461 -1.087
```
Positions in Å, forces in eV/Å.

Summary:
LUMO energy (alpha / beta) = 1.0 / -2.4 eV
Calculated total energy = -6115.826 eV
Energy above the lowest of the compared OMol25 structures with the same formula, charge and spin = 142.9 kJ/mol
Total charge = 0
Highest occupied orbital energy (alpha / beta) = -0.256 / -0.415 Eh
Multiplicity = 3
Gap between HOMO and LUMO (alpha / beta) = 7.96 / 8.93 eV

---

Density functional theory data (ωB97M-V/def2-TZVPD) for C3H2N2O in the gas phase in a non-equilibrium geometry.

The geometry in XYZ format:
```
8
Properties=species:S:1:pos:R:3:forces:R:3
C -0.59858 -0.54063 0.41780 -1.160 -1.042 -0.373
C 0.81012 -0.06627 0.35666 0.597 1.329 0.274
C 0.59168 -1.40643 2.00426 -1.674 2.281 -2.139
N -0.74094 -1.31333 1.39706 0.120 -0.823 0.912
N 1.47184 -0.47624 1.34432 0.824 -0.864 0.374
O 0.83434 -2.10836 2.87635 1.238 -2.370 2.953
H -1.50149 -0.51256 -0.17406 0.376 1.065 -0.825
H 1.31763 0.68309 -0.20291 -0.320 0.424 -1.175
```
Positions in Å, forces in eV/Å.

Summary:
LUMO energy = -1.4 eV
Calculated total energy = -8169.302 eV
Energy above the lowest of the compared OMol25 structures with the same formula, charge and spin = 39.6 kJ/mol
Total charge = 0
Highest occupied orbital energy = -0.393 Eh
Multiplicity = 1
Gap between HOMO and LUMO = 9.28 eV
Structure (SMILES) = O=C1N=CC=N1

---

Density functional theory data (ωB97M-V/def2-TZVPD) for C3H2N2O in the gas phase in a non-equilibrium geometry.

The geometry in XYZ format:
```
8
Properties=species:S:1:pos:R:3:forces:R:3
O 1.39731 -0.67356 0.65354 -0.032 -0.133 0.341
C 0.11214 -0.40863 0.22081 -0.244 0.150 -0.216
C -0.63761 -1.42376 -0.45608 -0.493 -0.648 -0.431
N -1.26231 -2.16199 -1.09484 0.601 0.590 0.697
C -0.33442 0.82954 0.14782 0.188 0.086 -0.181
N -0.60914 2.00741 -0.04812 0.266 -0.739 -0.089
H 1.50215 -0.31789 1.54491 0.036 -0.175 -0.064
H -0.16812 2.14889 -0.96804 -0.322 0.869 -0.058
```
Positions in Å, forces in eV/Å.

Summary:
LUMO energy = 0.0 eV
Calculated total energy = -8168.358 eV
Energy above the lowest of the compared OMol25 structures with the same formula, charge and spin = 130.7 kJ/mol
Total charge = 0
Highest occupied orbital energy = -0.353 Eh
Multiplicity = 1
Gap between HOMO and LUMO = 9.62 eV
Structure (SMILES) = N#CC(O)=C=N

---

Density functional theory data (ωB97M-V/def2-TZVPD) for a molecular structure, C3H2N2O in a non-equilibrium geometry.

The geometry in XYZ format:
```
8
Properties=species:S:1:pos:R:3:forces:R:3
C -0.34398 -0.14369 -0.53472 3.685 2.389 4.621
C -0.03065 0.49790 0.60175 -0.645 -2.590 -2.639
C 1.82254 -2.91592 -0.28603 -1.379 0.430 0.415
N 0.91529 -0.60666 -0.59878 2.251 -0.253 0.358
N 1.07619 -1.99431 -0.51157 -0.619 0.319 0.134
O 2.23699 -3.98199 -0.03377 0.732 0.218 -0.251
H -1.09089 -0.28739 -1.13979 -4.460 -0.901 -2.958
H 0.63089 1.05772 1.20060 0.436 0.388 0.320
```
Positions in Å, forces in eV/Å.

Summary:
LUMO energy (alpha / beta) = -0.1 / -0.1 eV
Calculated total energy = -8164.877 eV
Energy above the lowest of the compared OMol25 structures with the same formula, charge and spin = 466.6 kJ/mol
Total charge = 0
Highest occupied orbital energy (alpha / beta) = -0.327 / -0.327 Eh
Multiplicity = 1
Gap between HOMO and LUMO (alpha / beta) = 8.82 / 8.82 eV

---

Density functional theory data (ωB97M-V/def2-TZVPD) for C3H2N2O in the gas phase in a non-equilibrium geometry.

The geometry in XYZ format:
```
8
Properties=species:S:1:pos:R:3:forces:R:3
C 2.21986 0.35402 -0.01864 0.485 -0.167 -0.035
C -0.09197 1.53418 0.12394 0.970 0.417 -1.312
C 0.85578 0.45669 -0.29266 -2.079 -1.192 -2.721
N 3.30613 0.01806 0.06279 1.271 0.048 0.342
N -0.15630 0.36368 0.78104 -2.037 0.710 -3.481
O -0.46004 2.63100 -0.14107 -0.366 -0.251 0.846
H 0.55686 -0.16244 -1.23219 0.616 1.036 1.758
H 0.09397 0.28271 1.67389 1.140 -0.601 4.604
```
Positions in Å, forces in eV/Å.

Summary:
LUMO energy = 0.4 eV
Calculated total energy = -8168.354 eV
Energy above the lowest of the compared OMol25 structures with the same formula, charge and spin = 131.2 kJ/mol
Total charge = 0
Highest occupied orbital energy = -0.378 Eh
Multiplicity = 1
Gap between HOMO and LUMO = 10.73 eV
Structure (SMILES) = N#C[C@H]1NC1=O

---

Density functional theory data (ωB97M-V/def2-TZVPD) for C3H2N2O in the gas phase.

The geometry in XYZ format:
```
8
Properties=species:S:1:pos:R:3:forces:R:3
C 0.62928 0.84222 0.08038 0.353 0.518 0.121
C 0.71208 -0.55091 -0.54375 0.155 -0.186 -0.288
C -1.16318 -0.23549 0.41260 -0.188 0.219 0.332
H 1.55589 -0.94938 -1.09833 -0.067 0.085 0.097
H -2.14088 -0.54373 0.73768 -0.237 -0.077 0.012
N -0.37215 -1.18034 -0.35272 0.270 0.063 -0.064
N -0.66419 0.90011 0.69287 -0.078 -0.183 -0.129
O 1.44316 1.71752 0.07127 -0.208 -0.439 -0.082
```
Positions in Å, forces in eV/Å.

Summary:
LUMO energy = -1.6 eV
Calculated total energy = -8169.638 eV
Energy above the lowest of the compared OMol25 structures with the same formula, charge and spin = 7.2 kJ/mol
Total charge = 0
Highest occupied orbital energy = -0.396 Eh
Multiplicity = 1
Gap between HOMO and LUMO = 9.13 eV
Structure (SMILES) = O=C1C=NC=N1